Entry a
Computed, not measured: 2 unconnected molecules or ions with the total composition C12H12, with ωB97M-V with the def2-TZVPD basis set.

The geometry in XYZ format:
```
24
Properties=species:S:1:pos:R:3:nbo_charge:R:1
C 2.573 1.302 -0.201 -0.2029
C 3.633 0.671 0.451 -0.2161
C 3.590 -0.691 0.649 -0.2110
C 2.470 -1.424 0.246 -0.1951
C 1.418 -0.777 -0.395 -0.2289
C 1.463 0.601 -0.628 -0.2235
C -2.879 1.279 0.556 -0.2048
C -1.772 1.227 -0.261 -0.2388
C -1.318 -0.062 -0.660 -0.2071
C -2.089 -1.252 -0.408 -0.2216
C -3.319 -1.154 0.198 -0.2180
C -3.648 0.092 0.754 -0.2141
H 2.609 2.401 -0.352 0.2127
H 4.520 1.223 0.751 0.2157
H 4.409 -1.238 1.115 0.2129
H 2.423 -2.498 0.445 0.2131
H 0.547 -1.381 -0.675 0.2165
H 0.633 1.128 -1.108 0.2161
H -3.057 2.250 1.114 0.2188
H -1.470 2.205 -0.711 0.2196
H -0.312 -0.093 -1.206 0.2229
H -1.685 -2.127 -0.831 0.2078
H -4.123 -1.856 0.012 0.2197
H -4.615 0.177 1.145 0.2061
```

Output
E_LUMO = 0.94 eV
orbital gap = 9.82 eV
SMILES = c1ccccc1.c1ccccc1
net charge = 0

---

Entry b
Computed, not measured: a molecular structure, C12H12, with ωB97M-V with the def2-TZVPD basis set.

The geometry in XYZ format:
```
24
Properties=species:S:1:pos:R:3:nbo_charge:R:1
C -2.990 -1.429 0.213 -0.6029
C -1.703 -0.757 -0.099 -0.0901
C -1.662 0.625 -0.095 -0.1949
C -0.392 1.186 -0.004 -0.0015
C -0.583 2.731 -0.094 -0.6378
C 0.771 0.431 0.076 -0.0221
C 2.079 0.936 -0.081 -0.1757
C 3.150 0.219 0.099 -0.2273
C 3.131 -1.167 0.073 -0.2111
C 1.887 -1.727 -0.079 -0.1915
C 0.689 -0.970 -0.126 -0.0356
C -0.682 -1.548 -0.283 -0.1780
H -3.214 -0.718 1.337 0.2028
H -2.985 -2.424 0.572 0.2170
H -3.884 -1.602 -0.539 0.2276
H -2.682 1.149 -0.203 0.2254
H -1.596 2.965 -0.012 0.2130
H -0.085 3.247 -0.950 0.2187
H -0.052 3.376 0.542 0.2184
H 2.137 2.033 0.134 0.1974
H 3.956 0.676 0.449 0.2055
H 3.929 -1.878 -0.123 0.2238
H 1.602 -2.728 -0.072 0.2054
H -0.821 -2.626 -0.734 0.2136
```

Output
E_LUMO = 0.56 eV
orbital gap = 8.65 eV
net charge = 0

---

Which structure is the least stable? The one labeled entry b.

---

Entry a
Computed, not measured: 2 unconnected molecules or ions with the total composition C2H2F3NO, with ωB97M-V with the def2-TZVPD basis set.

The geometry in XYZ format:
```
9
Properties=species:S:1:pos:R:3:nbo_charge:R:1
C -1.975 0.631 1.038 0.7318
C 1.192 0.841 -0.310 0.9508
N 1.749 -0.053 0.324 -0.7426
O -2.855 1.298 1.334 -0.4953
F 1.018 0.887 -1.649 -0.3208
F 0.630 1.867 0.232 -0.2851
F -1.589 0.458 -0.253 -0.3613
H -1.170 0.143 1.741 0.1247
H 2.394 -0.753 -0.216 0.3977
```

Output
E_LUMO = 0.83 eV
orbital gap = 12.48 eV
SMILES = N=C(F)F.O=CF
net charge = 0

---

Entry b
Computed, not measured: 2 unconnected molecules or ions with the total composition C2H2F3NO, with ωB97M-V with the def2-TZVPD basis set.

The geometry in XYZ format:
```
9
Properties=species:S:1:pos:R:3:nbo_charge:R:1
C -0.852 -1.308 -0.456 -0.2722
C 0.722 0.990 0.881 0.9450
N -0.439 -0.339 -1.082 0.1667
O -0.080 0.156 -2.071 -0.2600
F 0.301 1.403 2.090 -0.3351
F 1.860 0.367 1.073 -0.3184
F 0.842 2.030 0.069 -0.3179
H -1.313 -2.061 -1.060 0.1841
H -1.041 -1.237 0.554 0.2078
```

Output
E_LUMO (alpha / beta) = -0.71 / -0.17 eV
orbital gap (alpha / beta) = 8.40 / 9.93 eV
net charge = 0

---

Which structure is the least stable? The one labeled entry b.

---

Entry a
Computed, not measured: a single C2H4ClFN2 molecule, with ωB97M-V with the def2-TZVPD basis set.

The geometry in XYZ format:
```
10
Properties=species:S:1:pos:R:3:nbo_charge:R:1
C -0.288 -0.770 0.233 -0.0344
C -0.110 0.676 0.486 0.1762
H -0.235 -3.255 0.493 0.3575
H 1.275 -3.462 -0.337 0.3855
H -1.300 -1.153 0.413 0.1802
H 0.792 0.819 1.051 0.1954
N 0.542 -2.828 -0.076 -0.6774
N 0.787 -1.471 0.170 -0.1834
F -1.214 1.136 1.188 -0.3388
Cl 0.204 1.617 -1.017 -0.0608
```

Output
E_LUMO = 0.74 eV
orbital gap = 10.00 eV
SMILES = N/N=C/[C@H](F)Cl
net charge = 0

---

Entry b
Computed, not measured: a single C2H4ClFN2 molecule, with ωB97M-V with the def2-TZVPD basis set.

The geometry in XYZ format:
```
10
Properties=species:S:1:pos:R:3:nbo_charge:R:1
C 0.216 -0.899 -0.477 -0.0963
C 1.028 0.236 0.112 0.1157
H -2.531 0.283 0.365 0.3758
H -1.121 1.158 0.028 0.3737
H 0.620 -1.844 -0.871 0.2240
H 0.892 0.397 1.203 0.2049
N -1.536 0.294 0.347 -0.6385
N -1.086 -0.839 -0.231 -0.1696
F 0.788 1.423 -0.540 -0.3494
Cl 2.730 -0.210 0.063 -0.0401
```

Output
E_LUMO = 0.77 eV
orbital gap = 10.19 eV
SMILES = N/N=C\[C@H](F)Cl
net charge = 0

---

Which structure is the least stable? The one labeled entry a.

---

Entry a
Computed, not measured: 2 unconnected molecules or ions with the total composition C3H10NO2, with ωB97M-V with the def2-TZVPD basis set.

The geometry in XYZ format:
```
16
Properties=species:S:1:pos:R:3:nbo_charge:R:1
N -1.056 -1.069 -0.362 -0.9619
C -1.866 -0.438 0.835 0.1565
O -2.566 -1.305 1.508 -0.9167
H -1.737 -1.148 -1.109 0.3405
H -0.973 -2.026 -0.021 0.3543
H -1.068 0.119 1.391 0.0529
H -2.434 0.385 0.313 0.0366
C 1.709 0.730 -1.112 -0.0561
O 1.607 -0.220 -0.089 -0.7801
C 1.953 2.132 -0.557 -0.6269
H 2.525 0.435 -1.779 0.1364
H 0.794 0.753 -1.713 0.1624
H 0.649 -0.471 -0.041 0.5159
H 2.911 2.201 -0.041 0.1914
H 1.934 2.870 -1.358 0.1839
H 1.163 2.355 0.158 0.2110
```

Output
E_LUMO = 3.89 eV
orbital gap = 6.68 eV
net charge = -1

---

Entry b
Computed, not measured: 2 unconnected molecules or ions with the total composition C3H10NO2, with ωB97M-V with the def2-TZVPD basis set.

The geometry in XYZ format:
```
16
Properties=species:S:1:pos:R:3:nbo_charge:R:1
C -0.612 0.052 -1.169 -0.0224
O -1.141 1.072 -0.465 -0.9825
C 0.187 -1.032 -0.299 -0.0718
C 1.658 -0.563 -0.171 -0.6309
N -0.466 -1.245 0.984 -0.8609
H 0.098 0.462 -1.955 0.0762
H -1.380 -0.473 -1.793 0.0738
H 0.216 -2.004 -0.813 0.1428
H 1.708 0.521 -0.160 0.2135
H 2.094 -0.829 0.800 0.1904
H 2.128 -1.047 -1.019 0.1957
H -0.383 -0.432 1.583 0.3614
H -1.400 -1.541 0.807 0.3538
H -0.910 2.936 0.764 0.4761
H -0.875 1.613 1.253 0.5005
O -0.923 2.511 1.651 -1.0157
```

Output
E_LUMO = 4.38 eV
orbital gap = 7.32 eV
net charge = -1

---

Which structure is the least stable? The one labeled entry a.

---

Entry a
Computed, not measured: 2 unconnected molecules or ions with the total composition C3H10NO2, with ωB97M-V with the def2-TZVPD basis set.

The geometry in XYZ format:
```
16
Properties=species:S:1:pos:R:3:nbo_charge:R:1
N 1.306 0.274 -0.554 -0.9330
C 2.005 -0.618 0.466 0.1404
O 3.282 -0.308 0.634 -0.9396
H 1.409 -0.165 -1.466 0.3374
H 1.937 1.067 -0.583 0.3646
H 1.376 -0.536 1.386 0.0590
H 1.842 -1.669 0.090 0.0437
C -2.111 0.298 -0.675 -0.0592
O -1.293 1.137 0.105 -0.7884
C -2.875 -0.674 0.204 -0.6295
H -2.792 0.952 -1.234 0.1416
H -1.497 -0.221 -1.417 0.1560
H -0.357 0.784 0.033 0.5141
H -3.587 -0.105 0.808 0.1937
H -3.424 -1.435 -0.356 0.1856
H -2.188 -1.178 0.884 0.2136
```

Output
E_LUMO = 3.83 eV
orbital gap = 6.48 eV
net charge = -1

---

Entry b
Computed, not measured: 2 unconnected molecules or ions with the total composition C3H10NO2, with ωB97M-V with the def2-TZVPD basis set.

The geometry in XYZ format:
```
16
Properties=species:S:1:pos:R:3:nbo_charge:R:1
C 0.426 1.645 0.205 -0.4233
N -0.174 0.435 -0.392 -0.6837
C 0.121 -0.756 0.438 -0.2570
C 1.236 -1.604 -0.229 -0.0244
O 2.270 -0.834 -0.604 -0.9586
H 0.352 2.454 -0.529 0.1748
H 1.484 1.452 0.394 0.2133
H -0.144 1.939 1.085 0.1728
H 0.426 0.282 -1.205 0.3874
H -0.770 -1.371 0.624 0.1471
H 0.550 -0.393 1.378 0.1625
H 0.761 -2.189 -1.063 0.0653
H 1.462 -2.403 0.532 0.0737
H -3.066 -0.169 0.018 0.4505
H -1.972 0.773 -0.379 0.5009
O -2.960 0.739 -0.274 -1.0013
```

Output
E_LUMO = 4.24 eV
orbital gap = 7.02 eV
net charge = -1

---

Which structure is the least stable? The one labeled entry b.

---

Entry a
Computed, not measured: 2 unconnected molecules or ions with the total composition C5H12, with ωB97M-V with the def2-TZVPD basis set.

The geometry in XYZ format:
```
17
Properties=species:S:1:pos:R:3:nbo_charge:R:1
C 0.736 2.145 -1.628 -0.5950
C 0.363 0.734 -2.136 -0.6062
H 0.878 2.009 -0.665 0.1953
H -0.014 2.950 -1.899 0.2015
H 1.564 2.648 -2.071 0.2000
H 1.135 -0.044 -1.985 0.2017
H -0.477 0.570 -1.526 0.1990
H 0.066 0.622 -3.181 0.2046
C 0.645 -1.830 1.326 -0.6745
C -0.543 -0.803 1.585 -0.1661
C -1.700 -0.860 2.352 -0.4023
H 1.284 -1.361 0.554 0.2214
H 1.097 -2.135 2.275 0.2297
H 0.273 -2.868 0.999 0.2168
H -0.702 -0.240 0.819 0.1776
H -2.528 -1.650 2.552 0.2115
H -2.077 0.113 2.632 0.1852
```

Output
E_LUMO = 0.80 eV
orbital gap = 9.28 eV
SMILES = C=CC.CC
net charge = 0

---

Entry b
Computed, not measured: a single C5H12 molecule, with ωB97M-V with the def2-TZVPD basis set.

The geometry in XYZ format:
```
17
Properties=species:S:1:pos:R:3:nbo_charge:R:1
C -1.946 0.579 -1.256 -0.6030
C -1.135 -0.339 -0.341 -0.3921
C 0.369 -0.303 -0.617 -0.3915
C 1.221 -0.763 0.593 -0.3934
C 1.575 0.420 1.481 -0.6125
H -3.010 0.557 -1.022 0.2097
H -1.676 0.410 -2.290 0.2029
H -1.688 1.621 -1.032 0.1974
H -1.493 -1.367 -0.430 0.1933
H -1.314 -0.023 0.656 0.1884
H 0.546 -0.997 -1.437 0.1993
H 0.703 0.708 -0.843 0.1944
H 0.677 -1.506 1.178 0.1967
H 2.118 -1.213 0.163 0.1986
H 2.311 0.247 2.275 0.2098
H 2.059 1.211 0.916 0.2004
H 0.685 0.758 2.005 0.2017
```

Output
E_LUMO = 1.28 eV
orbital gap = 12.21 eV
SMILES = CCCCC
net charge = 0

---

Which structure is the least stable? The one labeled entry a.